[1]
ORCA calculation (ωB97M-V/def2-TZVPD) on C12H36N3O6Sr as an isolated structure in a non-equilibrium geometry.

Its calculated total energy is -1125.2058 hartree. As for the net charge: -1. The value obtained for the frontier orbital gap is 4.9818 eV. For the energy above the lowest of the compared OMol25 structures with the same formula, charge and spin, the calculation gives 34.5 kcal per mole. The LUMO energy comes out at 2.28 eV. Its HOMO energy is -2.7 eV.

```
58
Properties=species:S:1:pos:R:3:forces:R:3
Sr 0.026 0.577 -1.320 -1.035 -2.531 -2.998
O 1.104 -1.518 -2.172 0.473 0.173 0.933
H 2.014 -1.820 -2.189 0.148 -0.098 -0.134
O -0.375 0.819 -3.719 0.965 1.355 0.184
H -1.299 0.838 -3.949 -0.299 -0.289 -0.127
O -1.900 -0.898 -2.053 -0.633 0.195 0.923
H -2.828 -0.731 -1.855 -0.112 -0.107 0.037
C 1.562 0.572 3.310 0.870 -0.833 -0.499
C 1.394 0.854 1.808 0.065 1.327 0.524
C 2.600 0.341 0.969 -1.306 -0.821 0.411
O 2.445 0.595 -0.419 0.549 1.063 0.933
C 3.571 0.224 -1.172 0.665 -1.443 0.003
N 0.064 0.405 1.311 2.319 0.289 0.361
H 0.645 0.776 3.856 0.024 0.277 0.006
H 2.396 1.171 3.683 -0.163 0.014 0.283
H 1.816 -0.480 3.489 -0.093 -0.008 0.006
H 1.515 1.951 1.814 -0.576 0.082 -0.649
H 2.622 -0.752 1.096 0.316 -0.075 0.067
H 3.501 0.784 1.401 0.197 0.041 -0.219
H 4.515 0.711 -0.900 -0.279 0.544 0.283
H 3.415 0.316 -2.243 -0.525 0.300 0.087
H 3.754 -0.843 -0.998 -0.017 -0.074 -0.114
H -0.554 0.287 2.103 -0.145 -0.049 -0.065
H 0.312 -0.543 1.008 -1.306 -0.500 -0.114
C 0.680 5.136 -0.604 0.910 0.553 0.368
C 0.199 3.700 -0.677 -0.161 0.600 -0.064
C -1.097 3.707 -1.423 -1.859 0.741 -1.312
O -1.698 2.459 -1.520 0.419 -0.868 1.071
C -2.848 2.302 -2.308 -0.115 1.298 -0.716
N 1.174 2.874 -1.353 0.453 0.631 -0.978
H 0.013 5.884 -0.170 -0.112 -0.322 0.309
H 0.955 5.541 -1.582 -0.152 -0.346 -0.178
H 1.622 5.094 -0.046 -0.124 0.409 0.164
H 0.016 3.287 0.324 0.066 0.122 0.002
H -1.023 4.098 -2.454 0.711 -0.031 0.052
H -1.789 4.439 -0.969 0.089 -0.168 0.408
H -2.796 2.923 -3.213 0.332 0.007 -0.028
H -3.710 2.700 -1.762 -0.240 -0.477 0.160
H -2.914 1.278 -2.663 -0.035 -0.245 0.533
H 2.124 3.003 -1.023 -0.176 -0.071 0.461
H 1.214 3.186 -2.326 -0.233 -0.409 -0.078
C 0.318 -3.950 1.531 -0.193 0.085 0.902
C -0.827 -3.364 0.693 -0.601 -0.542 0.272
C -2.106 -3.191 1.585 1.589 0.561 -0.267
O -2.318 -4.225 2.518 -0.652 -0.612 0.082
C -2.846 -5.390 1.918 0.104 0.077 -0.089
N -0.550 -2.109 0.049 0.528 -0.370 0.790
H 0.371 -3.506 2.534 -0.297 0.164 -0.044
H 1.349 -3.865 1.184 -0.274 0.024 -0.779
H 0.084 -5.002 1.709 0.258 -0.059 -0.002
H -1.095 -4.129 -0.052 0.122 -0.091 -0.111
H -2.953 -3.012 0.914 -0.218 -0.116 0.167
H -1.927 -2.301 2.193 -0.127 0.106 -0.079
H -3.284 -6.053 2.663 0.049 0.219 0.285
H -2.067 -5.960 1.405 0.007 0.013 -0.212
H -3.631 -5.113 1.209 -0.022 -0.121 -0.158
H 0.325 -2.194 -0.490 -0.378 0.083 -0.658
H -1.285 -1.885 -0.652 0.233 0.321 -0.390
```
Positions in Å, forces in eV/Å.



[2]
ORCA calculation (ωB97M-V/def2-TZVPD) on C41H40CeIN2O4PSeSi as an isolated structure in a non-equilibrium geometry.

Its calculated total energy is -5802.0446 hartree. As for the net charge: 0. The value obtained for the frontier orbital gap is 7.0321 eV. For the energy above the lowest of the compared OMol25 structures with the same formula, charge and spin, the calculation gives 0.0 kcal per mole. The LUMO energy comes out at -0.84 eV. Its HOMO energy is -7.9 eV.

```
92
Properties=species:S:1:pos:R:3:forces:R:3
Ce 0.172 1.991 0.053 0.427 0.374 -1.073
C 1.244 1.036 -4.672 -0.098 1.244 -0.456
O 0.000 1.775 -4.742 1.239 -0.200 0.243
C -1.082 1.183 -4.178 -1.340 -0.096 -1.311
C -2.082 0.776 -5.058 -0.122 -0.345 0.942
C -3.264 0.213 -4.576 0.453 0.286 0.018
C -3.483 0.131 -3.226 -0.498 0.060 0.665
C -2.517 0.587 -2.310 -0.293 -0.725 -0.501
C -2.792 0.382 -0.907 0.519 0.309 0.788
N -2.013 0.737 0.054 0.503 0.436 0.240
N -2.468 0.563 1.373 -0.599 -0.258 -1.197
C -1.578 0.888 2.231 0.098 0.020 1.991
O -0.350 1.295 2.001 -0.256 -0.210 -0.254
C -1.907 0.695 3.688 0.278 -0.338 -0.270
C -3.218 0.409 4.057 0.241 -0.446 0.125
C -3.475 -0.111 5.315 0.886 0.462 -0.149
C -2.425 -0.271 6.218 -0.654 0.183 -0.009
C -1.152 0.158 5.922 0.275 0.158 -0.566
C -0.878 0.619 4.641 -0.151 0.598 -0.537
C -1.299 1.075 -2.806 0.908 0.023 0.808
O -0.298 1.379 -1.989 0.179 0.229 0.465
H 1.724 1.160 -3.703 -0.037 0.004 0.113
H 1.883 1.487 -5.460 -0.353 -0.419 0.523
H 1.079 -0.012 -4.869 -0.040 -0.339 -0.165
H -1.944 0.856 -6.117 0.285 0.158 -0.368
H -3.979 -0.148 -5.275 -0.583 -0.170 -0.374
H -4.438 -0.252 -2.831 0.563 0.087 -0.251
H -3.718 -0.096 -0.624 -0.418 -0.063 -0.045
H -3.995 0.518 3.322 -0.195 0.011 -0.119
H -4.471 -0.344 5.607 -0.639 -0.265 0.174
H -2.642 -0.671 7.184 -0.069 -0.210 0.545
H -0.369 0.142 6.663 0.072 -0.126 0.094
H 0.107 1.006 4.369 -0.230 -0.415 0.058
I 3.580 0.253 -0.220 -0.536 -0.276 0.081
C 4.162 -1.797 -0.379 0.638 1.071 -0.233
C 5.501 -1.804 -0.682 0.438 -0.176 -0.010
C 6.255 -3.002 -0.713 -0.241 0.513 0.113
C 5.616 -4.167 -0.486 -0.143 -0.237 -0.181
C 4.221 -4.181 -0.267 0.549 0.307 -0.031
C 3.657 -5.446 -0.151 -0.004 -0.512 0.235
C 2.334 -5.599 0.074 -0.502 -0.774 -0.321
C 1.513 -4.468 0.118 -0.060 -0.358 0.003
C 2.026 -3.196 0.012 0.072 -0.072 0.282
P 0.755 -1.895 0.093 -0.437 0.959 0.121
C -0.266 -2.483 1.516 -0.615 0.186 0.326
C -1.666 -2.333 1.577 0.457 -0.742 -0.163
C -2.404 -2.795 2.673 1.108 0.285 -0.488
C -1.741 -3.314 3.765 -0.355 -0.308 0.706
C -0.357 -3.362 3.769 0.391 -0.007 0.197
C 0.373 -2.956 2.671 0.644 0.330 -0.616
C -0.147 -2.375 -1.419 -0.809 -0.591 0.085
C -1.234 -3.272 -1.399 0.756 0.540 0.262
C -1.895 -3.574 -2.558 -0.548 -0.467 -0.616
C -1.491 -3.061 -3.785 0.178 0.293 0.261
C -0.401 -2.214 -3.822 -0.015 0.297 0.081
C 0.256 -1.859 -2.642 0.342 0.487 -0.072
C 3.432 -2.996 -0.178 -0.332 -0.465 -0.071
H 6.023 -0.867 -0.895 -0.245 -0.359 0.194
H 7.312 -2.967 -0.873 0.397 0.070 -0.194
H 6.111 -5.136 -0.519 0.109 0.286 0.052
H 4.329 -6.289 -0.251 -0.146 -0.120 0.064
H 1.922 -6.606 0.119 -0.096 0.300 0.122
H 0.435 -4.638 0.205 0.463 0.254 0.088
H -2.190 -1.977 0.706 -0.121 0.220 0.001
H -3.464 -2.748 2.646 -0.774 0.121 0.020
H -2.295 -3.688 4.640 0.251 0.260 -0.498
H 0.182 -3.716 4.636 -0.065 -0.072 0.111
H 1.476 -2.976 2.679 -0.628 -0.190 0.152
H -1.547 -3.712 -0.463 -0.103 -0.020 -0.045
H -2.754 -4.226 -2.523 -0.126 -0.144 0.036
H -2.033 -3.257 -4.698 -0.099 -0.181 0.012
H -0.147 -1.758 -4.773 0.232 -0.075 0.129
H 1.074 -1.124 -2.654 -0.339 -0.334 -0.105
C 2.975 3.839 1.048 0.285 -0.890 -1.347
O 1.881 3.035 0.611 -0.029 0.243 0.131
H 3.786 3.703 0.270 -0.608 0.526 0.939
H 3.343 3.483 2.008 0.027 -0.038 0.126
H 2.670 4.882 1.136 0.081 0.016 -0.123
C 0.848 5.891 -1.262 -0.199 -0.410 0.000
Si -0.545 5.983 0.010 -0.329 0.509 -0.904
C -1.749 7.383 -0.458 -0.048 -0.769 0.271
C 0.026 6.356 1.725 0.090 -0.673 0.204
Se -1.709 4.045 -0.088 0.037 -0.169 0.084
H 1.579 6.701 -1.200 0.055 -0.149 0.141
H 0.391 5.949 -2.260 0.071 -0.112 0.178
H 1.328 4.896 -1.170 0.050 0.630 -0.114
H -1.374 8.367 -0.243 0.382 0.485 0.184
H -2.655 7.248 0.128 -0.132 0.001 0.205
H -2.074 7.380 -1.488 0.072 -0.183 -0.459
H 0.699 7.183 1.760 0.481 0.813 -0.034
H 0.516 5.529 2.218 0.277 -0.452 -0.015
H -0.822 6.568 2.347 -0.599 0.303 0.295
```
Positions in Å, forces in eV/Å.



[3]
ORCA calculation (ωB97M-V/def2-TZVPD) on C57H43AsBrF9N12O6PRbSSe as an isolated structure in a non-equilibrium geometry.

Its calculated total energy is -12180.1352 hartree. As for the net charge: -2. The value obtained for the frontier orbital gap (spin up / spin down) is 4.0416 / 4.6028 eV. For the energy above the lowest of the compared OMol25 structures with the same formula, charge and spin, the calculation gives 184.5 kcal per mole. The LUMO energy (spin up / spin down) comes out at 3.41 / 3.41 eV. Its HOMO energy (spin up / spin down) is -0.6 / -1.2 eV.

```
133
Properties=species:S:1:pos:R:3:forces:R:3
Rb 0.503 0.037 -0.352 -0.278 -0.525 -1.929
O -4.097 1.526 3.271 0.044 -0.025 0.048
As -1.533 -0.609 2.458 0.763 0.109 -0.023
O -2.060 0.688 1.109 -0.067 -0.206 0.112
O -0.083 -1.101 1.802 -0.854 -0.605 0.704
C -0.796 0.641 3.864 -0.065 -0.002 -0.011
C -1.486 0.490 5.064 -0.022 0.005 0.081
C -1.055 1.050 6.260 -0.121 -0.090 -0.052
C 0.105 1.794 6.278 0.142 0.088 0.009
C 0.809 1.984 5.097 0.069 0.056 0.050
C 0.373 1.418 3.906 0.076 0.106 0.073
S 1.367 1.896 2.485 -0.172 -0.077 0.508
O 2.771 0.385 0.946 -0.031 0.162 0.107
O 2.091 3.077 2.877 -0.073 0.059 -0.084
O 0.504 1.954 1.341 0.004 0.696 0.213
H -4.879 0.962 3.226 -0.007 0.023 -0.004
H -2.401 -0.094 5.063 -0.012 -0.018 -0.035
H -1.628 0.896 7.167 -0.004 0.007 0.010
H 0.468 2.238 7.197 0.006 0.003 0.007
H 1.706 2.587 5.085 0.008 0.005 -0.002
N -1.330 -3.056 -1.411 0.127 0.138 0.018
C -2.525 -2.781 -0.891 -0.065 0.195 0.097
N -3.423 -3.773 -0.827 -0.065 -0.064 0.011
C -4.590 -3.415 -0.305 0.112 0.002 -0.019
N -5.537 -4.394 -0.190 -0.042 -0.065 -0.026
N -4.922 -2.207 0.145 0.124 0.035 0.004
C -3.936 -1.303 0.049 0.025 -0.051 0.014
N -2.736 -1.512 -0.458 -0.109 -0.192 -0.086
C -4.310 0.056 0.541 -0.237 -0.030 -0.133
C -5.614 0.466 0.400 0.125 0.016 -0.018
C -5.937 1.826 0.684 0.059 -0.015 0.017
C -5.057 2.615 1.333 0.043 -0.037 0.006
C -3.846 1.982 1.933 -0.016 0.119 -0.074
N -3.410 0.912 1.077 0.133 0.261 0.069
H -1.176 -3.950 -1.843 -0.019 -0.054 0.043
H -0.650 -2.322 -1.589 0.091 -0.099 -0.182
H -5.395 -5.212 -0.756 0.010 0.008 0.009
H -6.480 -4.078 -0.045 -0.005 0.016 0.014
H -6.329 -0.220 -0.017 -0.022 -0.028 -0.012
H -6.881 2.226 0.334 -0.018 0.022 -0.006
H -5.234 3.667 1.512 -0.019 0.019 0.012
H -2.993 2.653 2.029 -0.077 0.003 0.015
C 2.808 2.128 -2.858 -0.067 -0.075 -0.395
N 2.666 1.606 -1.523 -0.062 -0.008 0.069
C 3.721 1.696 -0.779 0.462 0.231 0.176
C 3.821 1.228 0.547 -0.399 -0.158 0.204
C 4.816 1.429 1.492 0.264 0.100 -0.227
C 4.654 0.914 2.786 0.273 -0.090 0.257
C 3.446 0.433 3.208 -0.228 0.073 0.135
N 2.354 0.561 2.318 0.263 -0.069 -0.187
C 2.531 3.613 -2.942 -0.066 0.043 0.068
C 3.348 4.471 -3.665 0.018 -0.083 -0.069
C 3.063 5.829 -3.748 0.041 0.041 -0.031
C 1.954 6.346 -3.100 -0.062 0.055 0.033
C 1.138 5.497 -2.360 -0.007 0.078 0.010
C 1.427 4.148 -2.279 0.037 -0.073 0.038
H 2.075 1.618 -3.498 0.056 -0.012 -0.004
H 3.792 1.916 -3.307 -0.012 0.040 0.128
H 4.644 2.160 -1.162 -0.027 -0.045 0.040
H 5.697 1.986 1.197 0.029 0.009 0.087
H 5.492 0.862 3.473 0.046 0.043 -0.066
H 3.237 -0.076 4.137 0.085 -0.046 0.011
H 4.218 4.067 -4.170 0.015 0.006 -0.009
H 3.715 6.482 -4.315 0.009 0.009 -0.008
H 1.731 7.404 -3.157 0.005 0.008 -0.009
H 0.278 5.893 -1.834 -0.017 0.013 0.008
H 0.820 3.486 -1.676 -0.010 -0.024 0.017
F 8.698 -2.481 1.409 -0.024 -0.007 -0.018
C 8.151 -3.602 0.910 0.089 -0.045 -0.013
F 8.804 -3.867 -0.247 -0.036 0.022 0.037
F 8.492 -4.607 1.755 -0.040 0.047 -0.029
C 6.670 -3.504 0.718 0.021 0.070 0.016
C 6.023 -2.278 0.773 -0.017 -0.110 0.005
C 4.648 -2.225 0.578 0.186 -0.197 0.011
C 3.923 -3.388 0.348 -0.004 0.095 -0.061
C 4.591 -4.612 0.277 -0.007 0.025 0.035
C 5.959 -4.674 0.459 -0.004 0.067 0.001
P 2.101 -3.214 0.221 -0.037 0.038 -0.037
C 1.747 -4.628 -0.909 -0.121 0.093 0.101
C 0.800 -5.615 -0.640 0.026 -0.087 -0.043
C 0.470 -6.559 -1.597 0.050 -0.018 -0.089
C 1.085 -6.527 -2.844 -0.042 -0.043 0.025
C 2.030 -5.552 -3.127 -0.009 0.009 -0.015
C 2.354 -4.609 -2.165 0.006 -0.034 -0.061
C 0.719 -7.573 -3.848 0.001 -0.019 -0.049
F -0.618 -7.665 -4.032 0.045 0.004 0.007
F 1.119 -8.813 -3.462 -0.010 0.045 -0.015
F 1.263 -7.360 -5.059 -0.023 -0.007 0.063
C 1.585 -3.914 1.834 -0.089 -0.004 -0.069
C 2.443 -4.195 2.891 0.018 -0.015 0.011
C 1.946 -4.618 4.113 -0.029 -0.007 0.030
C 0.579 -4.777 4.286 -0.054 -0.015 0.014
C -0.296 -4.486 3.245 0.054 0.029 0.026
C 0.209 -4.037 2.038 -0.001 0.059 0.188
C 0.060 -5.212 5.621 0.002 -0.005 0.052
F -1.215 -5.648 5.571 0.046 0.011 0.000
F 0.088 -4.219 6.539 0.003 -0.059 -0.056
F 0.792 -6.224 6.151 -0.040 0.061 -0.035
H 6.557 -1.358 0.972 0.074 -0.037 -0.004
H 4.149 -1.272 0.623 -0.175 0.129 0.005
H 4.036 -5.521 0.085 -0.016 -0.003 0.009
H 6.470 -5.627 0.414 0.047 0.009 0.002
H 0.309 -5.659 0.321 0.031 -0.012 -0.038
H -0.270 -7.316 -1.371 -0.012 -0.033 -0.028
H 2.505 -5.505 -4.097 -0.018 -0.034 -0.013
H 3.074 -3.837 -2.401 0.011 0.010 0.018
H 3.511 -4.075 2.777 0.024 0.014 -0.032
H 2.629 -4.824 4.927 -0.034 -0.018 0.025
H -1.366 -4.576 3.380 0.012 -0.009 0.037
H -0.476 -3.743 1.255 -0.018 0.054 -0.041
Br -2.566 2.083 -6.169 -0.029 0.019 -0.043
C -2.304 2.363 -4.314 -0.032 0.097 0.161
C -3.021 3.336 -3.638 0.016 -0.034 -0.031
C -2.788 3.489 -2.279 0.074 -0.079 -0.067
C -1.851 2.666 -1.671 -0.118 -0.046 0.068
N -1.170 1.738 -2.335 0.133 -0.123 0.171
C -1.386 1.579 -3.631 -0.029 0.068 -0.185
H -3.740 3.952 -4.161 -0.002 -0.002 0.000
H -3.324 4.223 -1.693 -0.039 0.020 -0.025
H -1.646 2.735 -0.608 0.014 0.004 0.011
H -0.816 0.813 -4.146 0.010 -0.005 0.030
Se 4.532 -1.260 -3.091 -0.262 0.049 -0.061
N 3.887 -1.239 -4.790 0.152 0.016 -0.031
C 2.568 -1.363 -4.686 -0.010 -0.007 0.060
C 1.665 -1.412 -5.762 0.144 0.015 -0.094
C 0.319 -1.606 -5.486 -0.113 -0.019 0.049
C -0.101 -1.733 -4.168 -0.233 0.040 -0.094
N 0.695 -1.662 -3.099 0.045 0.007 0.131
C 2.017 -1.475 -3.333 0.209 -0.021 0.153
N 2.896 -1.424 -2.338 -0.046 -0.110 0.016
H 2.040 -1.318 -6.773 -0.008 0.000 -0.013
H -0.417 -1.666 -6.278 0.017 0.005 -0.029
H -1.158 -1.892 -3.962 0.013 -0.003 0.020
```
Positions in Å, forces in eV/Å.



[4]
ORCA calculation (ωB97M-V/def2-TZVPD) on a 2-piece molecular cluster, CHNO4S overall in a non-equilibrium geometry.

Its calculated total energy is -792.3174 hartree. As for the net charge: 0. The value obtained for the frontier orbital gap (spin up / spin down) is 8.0076 / 8.8335 eV. For the energy above the lowest of the compared OMol25 structures with the same formula, charge and spin, the calculation gives 151.8 kcal per mole. The LUMO energy (spin up / spin down) comes out at -1.92 / -1.54 eV. Its HOMO energy (spin up / spin down) is -9.9 / -10.4 eV.

```
8
Properties=species:S:1:pos:R:3:forces:R:3
C 0.004 0.484 -0.267 -0.927 0.048 -0.952
N -2.133 1.236 0.804 2.202 -0.937 -1.181
O -2.112 2.390 0.954 -0.612 0.901 0.405
O -2.826 0.311 0.987 -1.059 -0.246 0.461
O 0.937 0.519 -2.735 -0.433 -0.534 0.042
O -1.285 1.527 -2.289 -0.062 -0.517 -0.088
S -0.225 0.643 -1.897 0.730 1.485 1.072
H 0.337 -0.473 0.102 0.161 -0.200 0.240
```
Positions in Å, forces in eV/Å.